1.
Molecular formula: C7H9Cl17
Method: DFT, ωB97M-V with the def2-TZVPD basis set

Geometry as ORCA input:
```
! wB97M-V def2-TZVPD RIJCOSX def2/J DEFGRID3
* xyz 0 1
Cl 8.93 10.65 24.49
Cl 11.81 14.24 20.68
Cl 18.98 15.46 19.85
Cl 20.57 18.67 21.09
Cl 17.73 13.44 15.34
Cl 8.01 8.42 22.96
Cl 13.66 16.54 21.17
Cl 15.72 23.56 22.21
Cl 17.31 9.59 25.56
Cl 15.16 13.32 16.68
Cl 15.93 22.48 19.54
Cl 10.74 8.60 23.93
Cl 17.98 7.75 23.41
Cl 13.07 14.78 23.34
Cl 15.83 11.19 14.86
Cl 16.35 9.96 22.78
Cl 13.30 23.21 20.60
C 14.97 22.61 20.97
C 16.72 8.80 24.04
C 20.45 17.81 19.52
C 19.10 17.16 19.29
C 9.39 9.48 23.26
C 13.24 14.85 21.57
C 16.47 12.31 16.07
H 20.62 18.63 18.83
H 14.07 14.19 21.33
H 21.38 17.25 19.42
H 18.78 17.19 18.24
H 14.93 21.59 21.36
H 9.66 10.05 22.38
H 17.01 11.78 16.86
H 15.86 8.17 24.27
H 18.31 17.61 19.89
*
```

Calculated values
LUMO energy: 0.03 eV
strongest force on any atom: 0.0262 hartree/bohr
SMILES string: ClC(Cl)Cl.ClC(Cl)Cl.ClC(Cl)Cl.ClC(Cl)Cl.ClC(Cl)Cl.ClCCCl
frontier orbital gap: 10.868 eV
HOMO level: -10.8 eV
ΔE to the lowest compared entry with this formula, charge and spin: 108.18 kJ/mol

***

2.
Molecular formula: C66H128F2N6O18
Method: DFT, ωB97M-V with the def2-TZVPD basis set

Geometry as ORCA input:
```
! wB97M-V def2-TZVPD RIJCOSX def2/J DEFGRID3
* xyz 1 2
F 4.94 -1.59 7.23
F -5.61 3.10 3.42
O 0.60 -0.02 -8.06
O 4.92 -1.49 4.01
O -0.99 0.20 -6.47
O 6.36 2.15 -4.08
O -0.28 -0.31 3.13
O 5.95 -5.43 -0.70
O 2.53 7.10 4.39
O 0.39 -1.44 -6.34
O -8.04 1.45 -6.01
O -2.74 5.39 -2.72
O -3.84 3.78 5.70
O 2.69 -1.52 3.59
O -3.62 4.03 3.57
O 3.60 -1.97 5.56
O 2.52 6.47 2.27
O -1.50 -5.61 7.15
O -2.52 5.46 4.95
O 2.12 8.60 2.75
N -2.75 5.75 -1.44
N -0.32 -0.02 1.81
N 4.70 -4.87 -0.86
N -0.27 -5.93 6.50
N 5.07 1.71 -4.10
N -7.12 1.26 -4.95
C 1.87 -4.33 -0.82
C 4.65 2.41 -1.66
C 0.80 -6.22 7.39
C -1.11 -5.12 4.23
C -0.56 4.76 -0.68
C -3.91 5.16 -0.71
C -5.11 1.21 -6.59
C 2.37 7.44 3.14
C -1.00 0.96 -0.84
C -0.03 -3.57 5.53
C 0.22 1.26 1.54
C 2.62 -4.37 -2.20
C -1.00 -2.33 1.16
C -0.52 -1.78 -5.32
C -4.29 2.80 3.67
C -7.07 -1.23 -5.01
C -3.30 4.54 4.71
C -8.64 -0.10 -3.36
C 2.82 5.71 4.44
C 0.23 -7.49 8.20
C -0.71 2.43 2.13
C 2.80 5.25 3.04
C -5.19 5.69 -1.43
C 2.76 -3.97 0.33
C 4.88 -2.35 6.12
C -4.74 0.26 -3.48
C 3.58 -6.77 -2.26
C 2.09 -6.68 6.57
C 5.80 -1.89 5.02
C 3.67 -1.64 4.34
C 4.93 -3.79 1.42
C 4.20 2.25 -5.21
C 5.68 0.16 -2.31
C -4.00 5.63 0.86
C 1.73 1.27 1.94
C 1.18 -5.15 8.44
C 3.77 -6.04 1.21
C -3.89 3.60 -0.63
C -1.39 6.03 -0.86
C 4.04 -4.68 0.47
C 4.79 -4.79 -3.29
C -5.75 1.77 -5.27
C 3.80 3.73 -4.92
C -0.47 7.03 -1.72
C -1.36 -0.83 1.05
C 4.63 1.25 -2.69
C -4.10 2.55 5.08
C 3.94 -5.22 -2.15
C 0.19 1.51 0.02
C -4.78 1.75 -4.03
C -7.33 -0.02 -4.21
C 2.75 1.50 -5.08
C -0.02 -5.07 5.27
C -2.60 6.05 1.44
C -2.76 -0.64 1.53
C 2.20 1.44 -3.64
C 4.96 2.13 -6.66
C -1.74 6.86 0.43
C -0.01 -0.45 -7.07
C 1.35 -5.35 4.59
C -5.91 3.26 -5.68
C -1.32 -0.45 -5.25
C 3.19 0.56 -2.81
C 2.54 -5.57 5.61
C -6.18 -0.15 -3.04
C -1.28 -0.46 -0.52
H 1.89 5.49 4.97
H 2.81 -3.34 -2.50
H -4.09 1.57 -6.74
H 6.05 2.18 -6.60
H 5.52 -0.61 -3.07
H -3.37 3.36 0.30
H -2.06 -4.78 4.64
H -3.80 2.23 -4.15
H -7.59 0.88 -6.63
H 0.82 -3.32 6.16
H 1.83 -4.40 7.98
H -6.95 -2.12 -4.38
H -0.09 3.32 2.19
H -8.80 0.59 -2.53
H -2.47 4.48 -2.60
H 1.75 -4.48 4.07
H -0.93 -3.32 6.10
H 2.88 -2.90 0.13
H 2.02 -4.73 -3.03
H -4.11 0.12 -2.60
H -0.83 7.14 0.95
H 4.18 -5.06 -4.15
H -0.93 2.21 3.18
H -3.38 -0.93 0.68
H 1.81 -7.62 6.10
H -0.04 -2.86 4.71
H -4.34 -0.41 -4.24
H -0.20 6.65 -2.70
H -0.72 -7.20 8.64
H -6.53 0.03 -2.02
H -1.09 3.87 -0.35
H 3.39 -5.78 4.95
H 3.61 5.27 5.05
H -4.92 0.15 -6.44
H 1.40 0.70 -3.71
H 5.21 -3.78 -3.20
H 1.30 -5.23 -0.58
H -1.70 2.64 1.74
H 2.10 4.44 2.86
H -3.00 6.77 2.16
H -6.53 3.77 -4.94
H -3.52 3.06 -1.50
H -5.34 6.73 -1.16
H -4.98 3.83 -5.64
H 6.46 -4.62 -0.62
H 0.33 -4.80 9.03
H -0.73 0.95 -1.90
H -5.28 2.35 -3.27
H -9.51 -0.13 -4.01
H -0.06 -2.12 -4.40
H -0.94 -4.59 3.29
H 5.43 -0.35 -1.38
H 1.74 -5.72 9.19
H 2.81 -6.48 0.93
H 1.02 -3.65 -0.83
H 2.07 2.03 -5.74
H 0.11 4.76 0.18
H 4.79 -3.39 6.43
H 2.92 4.11 -5.44
H 0.82 -7.96 8.98
H -0.78 8.05 -1.95
H -7.88 -1.36 -5.74
H -0.14 -8.15 7.41
H 4.55 2.17 -0.61
H 5.66 2.79 -1.85
H 1.30 -6.27 4.00
H -3.06 0.37 1.83
H 6.69 0.53 -2.19
H -2.04 -0.76 -1.25
H 4.79 1.20 -7.21
H -2.97 -1.26 2.40
H 6.44 -2.70 4.68
H 3.61 -6.01 2.29
H 4.58 4.45 -5.17
H -6.47 3.43 -6.60
H -3.34 1.78 5.21
H -5.86 -1.19 -2.89
H 0.31 2.57 -0.23
H 5.75 -4.42 1.77
H -5.03 2.24 5.56
H -2.37 7.74 0.26
H 3.83 4.92 2.92
H -4.94 3.34 -0.51
H -6.21 -1.19 -5.67
H 1.93 1.37 3.00
H -1.61 -2.90 0.46
H 6.81 1.38 -4.45
H -4.24 4.78 1.50
H -6.05 5.06 -1.18
H -8.66 -1.11 -2.94
H 0.18 4.48 -1.44
H 2.78 -4.62 6.07
H -1.85 1.62 -0.65
H 2.31 0.38 1.71
H 1.12 1.19 -0.45
H 5.36 -2.83 1.14
H -1.92 5.43 2.04
H -1.50 -2.79 2.02
H 0.43 7.15 -1.12
H 4.41 -7.36 -1.86
H 2.99 -6.98 7.11
H -4.08 2.05 2.91
H -1.50 -4.65 7.10
H 3.26 -0.47 -3.14
H 3.32 -7.18 -3.24
H 0.01 -2.71 1.35
H -5.06 5.61 -2.51
H -1.08 -2.69 -5.55
H -0.54 -1.10 -1.00
H 2.07 -4.13 1.16
H 6.49 -1.17 5.47
H 1.89 2.44 -3.35
H 2.18 2.16 1.49
H 2.81 0.47 -5.43
H -1.38 -6.14 3.95
H 4.36 -3.45 2.29
H 0.36 -1.00 3.29
H 4.50 2.86 -7.33
H 4.63 -6.70 1.16
H -2.39 -0.69 -5.20
H -1.02 0.14 -4.39
H 3.77 4.06 -3.88
H -4.82 6.31 1.06
H 2.77 -6.89 -1.54
H -5.66 1.20 -7.53
H 3.83 3.08 -1.90
H 5.67 -5.44 -3.21
H 2.73 0.56 -1.82
*
```

Calculated values
⟨S²⟩: 0.755
LUMO energy (spin up / spin down): -2.57 / -6.53 eV
strongest force on any atom: 0.1260 hartree/bohr
frontier orbital gap (spin up / spin down): 6.774 / 2.819 eV
HOMO level (spin up / spin down): -9.3 / -9.3 eV

***

Question: Among the records above, which one has the lowest strongest force on any atom?
Answer: C7H9Cl17